*A*
This record from the OMol25 dataset describes C6H9N3O2S in the gas phase. The level of theory is ωB97M-V/def2-TZVPD.

Each line ends with the natural charge from an NBO analysis.
Positions of all 21 atoms, in Å:
S1 -1.65 -0.11 1.61  0.19
O1 3.00 -0.56 1.51  -0.34
O2 2.48 -0.43 -0.46  -0.42
N1 -0.17 0.88 -0.37  -0.62
N2 2.22 -0.72 0.66  0.52
N3 0.01 -1.63 0.03  -0.59
C1 0.28 -1.32 -2.93  -0.24
C2 -0.26 -0.27 0.43  0.16
C3 0.90 -0.98 0.98  -0.05
C4 -1.34 1.63 2.20  -0.71
C5 -0.97 0.61 -1.63  -0.33
C6 -0.38 -0.48 -2.35  -0.02
H1 0.88 -2.04 -3.38  0.24
H2 0.80 -1.49 2.03  0.24
H3 0.87 0.84 -0.68  0.39
H4 -0.29 1.67 2.27  0.22
H5 -1.83 2.40 1.51  0.22
H6 -1.82 1.83 3.14  0.23
H7 -2.04 0.28 -1.32  0.25
H8 -1.00 1.51 -2.33  0.25
H9 0.32 -1.62 -0.92  0.41

Kohn-Sham gap = 9.06 eV
HOMO level = -9.02 eV
charge = 0
structure (SMILES) = C#CCN[C@@]1(SC)N[C@H]1[N+](=O)[O-]

***

*B*
This record from the OMol25 dataset describes C6H9N3O2S in the gas phase. The level of theory is ωB97M-V/def2-TZVPD.

Each line ends with the natural charge from an NBO analysis.
Positions of all 21 atoms, in Å:
S1 0.86 -2.24 -1.64  2.26
O1 1.35 -1.57 -2.86  -0.96
O2 -0.11 -3.32 -1.75  -0.91
N1 -1.29 3.39 1.39  -0.65
N2 2.33 -2.85 -1.05  -1.04
N3 -1.27 2.08 1.79  -0.43
C1 0.20 -0.96 -0.70  -0.43
C2 -1.32 -0.27 1.07  -0.28
C3 0.26 1.31 0.01  -0.28
C4 -0.85 -1.20 0.17  -0.14
C5 -0.75 1.04 0.98  0.20
C6 0.66 0.33 -0.84  -0.15
H1 3.02 -2.08 -1.31  0.41
H2 -1.14 -2.24 0.27  0.24
H3 1.43 0.56 -1.58  0.25
H4 -1.57 3.48 0.37  0.35
H5 -0.44 3.95 1.58  0.36
H6 -2.10 1.72 2.34  0.37
H7 2.25 -3.06 0.06  0.40
H8 -2.18 -0.45 1.70  0.22
H9 0.67 2.37 -0.01  0.22

Kohn-Sham gap = 9.20 eV
HOMO level = -8.68 eV
charge = 0
structure (SMILES) = NNc1ccc(S(N)(=O)=O)cc1

***

*B* (522.9 kJ/mol below the next structure)